# 1
A molecular structure, C21H45ClFINNbO10PS4. Source: OMol25; level of theory: the ωB97M-V functional and the def2-TZVPD basis.

Summary:
Net charge: -1
E (eV): -121987.9699
HOMO (eV): -4.1254
Frontier orbital gap (Eh): 0.2164
Molar mass (g mol⁻¹): 905.091
Spin multiplicity: 1
F_max (eV/Å): 5.61

Last column: Löwdin charge in e.
Atoms and positions in Å:
1 C -2.940 -2.198 3.790  -0.17
2 C -3.629 -3.445 3.095  -0.42
3 F -3.640 -4.527 4.059  -0.12
4 C -3.073 -3.905 1.668  -0.37
5 Nb -1.105 -3.024 0.950  1.31
6 N 0.817 -2.407 0.206  -0.27
7 C -2.070 -2.739 -1.097  -0.38
8 C -1.915 -1.312 -1.780  -0.82
9 O -2.318 -1.213 -2.973  -0.13
10 I -1.146 0.513 -0.894  0.83
11 P -0.355 -5.461 0.397  0.28
12 O 1.110 -5.817 1.280  -0.53
13 Cl 0.220 -5.619 -1.642  -0.01
14 H -3.055 -1.256 3.143  0.06
15 H -3.524 -1.971 4.750  0.08
16 H -1.859 -2.352 4.084  0.02
17 H -4.734 -3.156 2.938  0.12
18 H -2.925 -5.050 1.733  0.02
19 H -3.927 -3.774 0.902  0.03
20 H -0.295 -3.296 2.586  -0.10
21 H -1.500 -1.334 1.504  -0.13
22 H 1.357 -3.251 -0.073  -0.07
23 H 0.743 -1.873 -0.679  -0.07
24 H -3.205 -2.924 -1.003  0.05
25 H -1.710 -3.511 -1.868  0.02
26 H 1.671 -5.003 1.228  -0.03
27 C 3.673 -1.591 4.258  -0.23
28 C 3.460 -2.894 5.032  -0.22
29 C 3.379 -4.027 4.009  -0.21
30 S 4.345 -3.498 2.599  0.67
31 O 3.459 -3.323 1.473  -0.33
32 O 5.548 -4.298 2.517  -0.34
33 C 4.767 -1.888 3.241  -0.23
34 H 3.953 -0.767 4.919  0.11
35 H 2.748 -1.313 3.743  0.11
36 H 4.310 -3.062 5.702  0.11
37 H 2.561 -2.855 5.647  0.09
38 H 3.793 -4.956 4.402  0.10
39 H 2.352 -4.191 3.673  0.10
40 H 4.808 -1.163 2.429  0.11
41 H 5.743 -1.967 3.725  0.10
42 C 1.260 0.536 -6.171  -0.22
43 C -0.094 -0.092 -5.833  -0.21
44 C -0.602 0.572 -4.552  -0.27
45 S 0.111 2.212 -4.523  0.65
46 O 1.023 2.299 -3.405  -0.34
47 O -0.933 3.191 -4.746  -0.34
48 C 1.067 2.039 -6.021  -0.23
49 H 1.590 0.273 -7.178  0.11
50 H 2.018 0.183 -5.464  0.12
51 H -0.797 0.098 -6.651  0.12
52 H -0.018 -1.174 -5.711  0.12
53 H -1.688 0.650 -4.543  0.10
54 H -0.260 0.040 -3.663  0.04
55 H 2.005 2.586 -5.928  0.11
56 H 0.475 2.445 -6.844  0.10
57 C 0.488 0.092 8.076  -0.23
58 C 0.578 1.396 7.280  -0.22
59 C 0.561 1.027 5.794  -0.22
60 S -0.346 -0.511 5.670  0.67
61 O 0.558 -1.544 5.226  -0.32
62 O -1.612 -0.267 5.024  -0.33
63 C -0.623 -0.718 7.421  -0.23
64 H 0.281 0.276 9.133  0.11
65 H 1.438 -0.449 8.007  0.12
66 H -0.287 2.025 7.513  0.12
67 H 1.475 1.964 7.534  0.11
68 H 0.062 1.790 5.196  0.11
69 H 1.569 0.857 5.413  0.10
70 H -0.594 -1.776 7.680  0.11
71 H -1.605 -0.300 7.655  0.11
72 C -1.792 7.996 -6.578  -0.23
73 C -2.003 6.696 -5.797  -0.21
74 C -2.076 5.557 -6.815  -0.22
75 S -1.108 6.081 -8.225  0.67
76 O -1.992 6.247 -9.357  -0.33
77 O 0.097 5.286 -8.300  -0.33
78 C -0.694 7.697 -7.589  -0.24
79 H -1.518 8.823 -5.920  0.11
80 H -2.716 8.268 -7.097  0.12
81 H -1.155 6.534 -5.124  0.12
82 H -2.905 6.735 -5.184  0.12
83 H -1.660 4.632 -6.414  0.07
84 H -3.100 5.388 -7.153  0.11
85 H -0.652 8.418 -8.405  0.11
86 H 0.281 7.623 -7.102  0.11

# 2
A molecular structure, C30H48N2O2RhSe. Source: OMol25; level of theory: the ωB97M-V functional and the def2-TZVPD basis.

Summary:
Net charge: +1
E (eV): -107312.4828
HOMO (spin up / spin down) (eV): -10.5573 / -10.5574
Frontier orbital gap (spin up / spin down) (Eh): 0.2009 / 0.2009
Molar mass (g mol⁻¹): 650.592
Spin multiplicity: 1
Relative energy (zero: lowest compared OMol25 entry of this formula, charge and spin) (kcal/mol): 53.3
F_max (eV/Å): 2.86

Last column: Löwdin charge in e.
Atoms and positions in Å:
1 Rh -1.307 -2.626 1.439  0.98
2 C 4.288 1.525 -2.042  -0.04
3 C 4.521 0.781 -0.717  -0.55
4 C 4.653 1.824 0.396  -0.06
5 C 5.840 -0.006 -0.792  -0.04
6 C 3.372 -0.185 -0.467  -0.16
7 C 2.553 -0.108 0.647  -0.05
8 C 1.533 -1.021 0.796  -0.38
9 Se 0.385 -0.923 2.348  1.30
10 C -0.618 0.635 1.807  -0.38
11 C -0.058 1.885 1.951  -0.06
12 C -0.779 2.999 1.558  -0.16
13 C -2.059 2.771 1.056  0.02
14 C -2.665 1.531 0.915  -0.07
15 C -1.903 0.387 1.303  -0.33
16 O -2.351 -0.852 1.223  -0.24
17 C -4.097 1.516 0.344  -0.53
18 C -4.064 2.148 -1.058  -0.04
19 C -4.996 2.354 1.267  -0.04
20 C -4.761 0.142 0.200  -0.07
21 C -0.233 4.416 1.660  -0.55
22 C -0.193 5.050 0.260  -0.04
23 C 1.184 4.450 2.237  -0.06
24 C -1.142 5.249 2.578  -0.04
25 C 1.263 -2.070 -0.094  -0.34
26 O 0.296 -2.926 0.178  -0.25
27 C 2.096 -2.156 -1.250  -0.07
28 C 3.102 -1.209 -1.375  0.02
29 C 1.975 -3.201 -2.377  -0.53
30 C 3.297 -3.983 -2.453  -0.04
31 C 1.736 -2.458 -3.701  -0.04
32 C 0.851 -4.235 -2.233  -0.07
33 H 5.092 2.244 -2.210  0.09
34 H 3.343 2.071 -2.010  0.09
35 H 4.262 0.845 -2.894  0.08
36 H 5.487 2.487 0.169  0.09
37 H 4.855 1.353 1.360  0.09
38 H 3.752 2.437 0.473  0.07
39 H 6.674 0.683 -0.938  0.09
40 H 5.844 -0.718 -1.618  0.08
41 H 6.009 -0.555 0.136  0.09
42 H 2.702 0.657 1.399  0.10
43 H 0.936 1.979 2.370  0.10
44 H -2.627 3.640 0.748  0.11
45 H -3.687 3.170 -1.033  0.08
46 H -5.071 2.170 -1.480  0.09
47 H -3.425 1.564 -1.722  0.09
48 H -4.644 3.381 1.354  0.08
49 H -5.026 1.918 2.268  0.09
50 H -6.014 2.378 0.873  0.09
51 H -4.196 -0.496 -0.480  0.08
52 H -5.763 0.276 -0.213  0.09
53 H -4.853 -0.351 1.167  0.08
54 H 0.434 4.456 -0.409  0.09
55 H 0.229 6.055 0.319  0.09
56 H -1.187 5.129 -0.182  0.08
57 H 1.884 3.898 1.605  0.07
58 H 1.212 4.042 3.249  0.09
59 H 1.527 5.484 2.286  0.09
60 H -2.156 5.332 2.184  0.08
61 H -0.739 6.258 2.683  0.09
62 H -1.197 4.797 3.570  0.09
63 H 3.732 -1.262 -2.255  0.11
64 H 4.145 -3.326 -2.647  0.08
65 H 3.250 -4.720 -3.256  0.09
66 H 3.482 -4.508 -1.514  0.09
67 H 2.541 -1.759 -3.926  0.08
68 H 0.800 -1.898 -3.658  0.09
69 H 1.671 -3.173 -4.524  0.09
70 H 1.008 -4.855 -1.350  0.08
71 H 0.856 -4.885 -3.111  0.09
72 H -0.124 -3.753 -2.172  0.08
73 N -1.537 -4.861 0.714  -0.02
74 C -2.872 -5.070 0.136  -0.23
75 C -3.905 -4.591 1.140  -0.23
76 N -3.584 -3.201 1.485  -0.02
77 H -0.812 -4.940 0.006  0.07
78 H -1.350 -5.543 1.441  0.11
79 H -3.058 -6.115 -0.121  0.13
80 H -2.941 -4.472 -0.775  0.13
81 H -3.844 -5.201 2.043  0.12
82 H -4.910 -4.694 0.726  0.13
83 H -4.119 -2.880 2.284  0.11
84 H -3.810 -2.582 0.709  0.07

# 3
2 unconnected molecules or ions with the total composition C2HNOS3. Source: OMol25; level of theory: the ωB97M-V functional and the def2-TZVPD basis.

Summary:
E (eV): -38129.1112
HOMO (spin up / spin down) (eV): -8.2966 / -8.2966
Frontier orbital gap (spin up / spin down) (Eh): 0.2464 / 0.2460
Molar mass (g mol⁻¹): 151.237
Spin multiplicity: 1
Relative energy (zero: lowest compared OMol25 entry of this formula, charge and spin) (kcal/mol): 6.6
F_max (eV/Å): 2.51

Last column: Löwdin charge in e.
Atoms and positions in Å:
1 C 0.168 -1.083 0.047  -0.54
2 C 1.269 0.444 1.307  -0.60
3 N 0.321 -0.448 1.210  -0.15
4 O -1.759 1.060 -1.177  -0.72
5 S 1.151 -0.563 -1.280  0.59
6 S 2.170 0.811 -0.054  0.60
7 S -2.641 1.544 -0.127  0.73
8 H -0.679 -1.765 0.074  0.09